Entry 1:
A structure of composition C43H42GeHgOP2 in a non-equilibrium geometry, computed with ωB97M-V/def2-TZVPD.

Geometry as XYZ:
```
90
Properties=species:S:1:pos:R:3:forces:R:3:mulliken_spin:R:1
Hg 12.851812 10.081459 11.182207 -2.0 -0.5 -2.1 -0.01
C 17.373841 10.633280 16.029839 -0.3 0.9 0.4 -0.01
C 16.446025 9.655439 15.264448 0.3 -0.6 0.3 -0.02
C 16.527832 8.200268 15.876405 -0.5 0.8 0.5 -0.01
C 16.817371 9.674675 13.782746 -1.6 -0.3 -0.1 -0.08
C 18.095641 9.285116 13.334999 -0.5 0.3 1.7 0.43
C 18.379022 9.378213 12.018949 1.7 -0.6 -1.7 -0.12
C 17.442679 9.631110 11.049745 2.1 0.0 -0.9 0.34
C 16.154364 9.974732 11.426939 -1.8 0.3 -2.7 0.10
P 14.952038 10.184208 10.059474 0.9 -1.4 2.5 0.09
C 14.958415 11.752115 9.224372 -0.7 1.3 -1.2 0.04
C 15.793220 12.791765 9.642099 -0.5 -0.1 0.1 0.00
C 15.662971 14.076253 9.073413 0.2 -0.9 0.3 0.01
C 14.728684 14.353166 8.106634 -0.9 -2.2 -0.1 0.02
C 13.821093 13.323093 7.755166 -0.3 0.3 0.0 -0.01
C 13.896097 12.041644 8.274633 1.8 0.5 0.7 0.02
C 15.229612 8.917172 8.715682 0.1 0.3 -0.4 0.00
C 15.239693 7.545476 9.020680 -0.2 1.5 0.7 0.03
C 15.374216 6.606388 8.042636 0.2 -1.2 0.3 0.01
C 15.740773 6.966323 6.783062 0.3 0.7 -1.8 0.00
C 15.752003 8.317626 6.414416 -0.3 -0.7 1.9 0.00
C 15.412690 9.291283 7.369727 0.2 -0.8 -0.2 -0.01
C 15.882587 9.975053 12.812181 0.9 0.0 1.0 -0.03
O 14.626059 10.353218 13.111730 -2.1 0.6 2.2 0.06
C 14.163433 10.367052 14.436185 -0.1 -1.2 -0.4 0.00
C 12.759208 10.484118 14.661182 0.1 0.1 1.7 -0.02
C 12.341689 10.599271 15.995145 -0.5 -0.2 -0.2 0.00
C 13.223333 10.416900 17.046201 -0.6 0.6 0.7 0.00
C 14.541810 10.164265 16.844338 0.3 -0.3 -2.1 0.01
C 15.011101 10.051925 15.503666 0.1 1.2 0.2 0.00
P 11.512684 10.061292 13.435090 1.6 -1.5 -1.4 0.00
C 10.319083 11.335419 13.505424 -1.9 0.9 -0.1 -0.01
C 8.939537 11.115207 13.817853 1.4 -0.1 0.6 0.00
C 8.111798 12.199315 14.019782 -0.1 1.0 0.1 0.00
C 8.589869 13.502555 13.750075 -0.2 0.5 -0.5 0.00
C 9.873780 13.717900 13.202211 -0.8 -1.0 0.8 0.00
C 10.736679 12.618453 13.127776 -0.5 0.7 0.3 0.00
C 10.716972 8.469698 13.896440 -1.2 0.6 0.9 0.00
C 10.904427 7.849737 15.156196 -0.7 -0.8 -0.9 0.00
C 10.048336 6.795369 15.541693 0.8 1.2 0.4 0.00
C 9.050744 6.317898 14.707850 0.6 -0.9 0.6 0.00
C 8.890417 6.889837 13.481671 0.1 0.3 -1.5 0.00
C 9.640319 8.006338 13.100666 -0.6 0.7 0.8 0.00
H 18.432571 10.380481 15.948138 -0.1 -0.3 0.2 0.01
H 17.083201 10.823471 17.099081 0.4 -0.7 -0.8 0.00
H 17.289671 11.634894 15.577664 -0.1 -0.3 -0.1 0.00
H 17.545365 7.845647 15.895086 0.4 -0.3 -0.2 0.01
H 15.849596 7.498982 15.348453 0.5 0.4 0.2 0.00
H 16.194566 8.271019 16.943144 0.3 -0.2 -0.8 0.00
H 18.808646 8.948609 14.051097 0.6 -0.1 0.3 0.05
H 19.419985 9.198605 11.746359 -0.2 -0.2 -0.3 -0.01
H 17.732489 9.589847 9.987239 -0.1 0.1 0.6 0.06
H 16.471822 12.571124 10.488691 -0.2 0.3 -0.7 0.00
H 16.303551 14.846984 9.410767 0.7 0.7 0.3 0.00
H 14.664508 15.244017 7.538697 0.1 1.1 0.0 0.00
H 12.968701 13.586847 7.118967 0.4 -0.2 0.0 0.00
H 13.225272 11.272683 7.916839 -0.2 -0.1 0.3 0.00
H 15.192840 7.243973 10.049330 -0.4 -0.1 0.4 0.01
H 15.242719 5.553747 8.264043 0.2 0.0 0.2 0.00
H 16.038433 6.209560 6.046226 -0.3 0.3 0.3 0.00
H 16.047384 8.551436 5.432569 0.1 0.6 -1.1 0.00
H 15.303027 10.306752 7.022407 0.2 0.2 0.3 0.00
H 11.263843 10.729093 16.233171 0.8 -0.1 -0.4 0.00
H 12.880173 10.465334 18.063061 -0.3 0.1 0.3 0.00
H 15.186870 10.016077 17.687963 0.3 -0.1 0.1 0.00
H 8.575123 10.093433 13.990932 0.2 0.6 0.0 0.00
H 7.086771 12.047232 14.406984 0.7 0.2 -0.4 0.00
H 7.939067 14.388582 13.896882 0.3 -0.8 -0.1 0.00
H 10.212746 14.710858 12.894549 -0.2 -0.4 0.2 0.00
H 11.736520 12.851772 12.789944 0.3 -0.5 -0.1 0.01
H 11.688111 8.189238 15.814373 0.0 0.0 0.1 0.00
H 10.120654 6.442526 16.563541 0.2 -0.3 -0.1 0.00
H 8.501312 5.438047 15.023278 -0.2 0.2 -0.1 0.00
H 8.213174 6.496293 12.714771 -0.2 0.2 0.6 0.00
H 9.142797 8.652316 12.358605 1.1 -0.6 -0.1 0.00
C 7.919917 10.882114 10.788573 -0.9 0.2 -1.1 0.00
Ge 9.537272 10.834692 9.686056 1.6 0.6 0.4 0.00
C 9.125964 10.568113 7.800256 -0.5 0.3 -1.0 0.00
C 10.269410 12.734357 9.558391 -1.1 0.0 1.4 0.00
C 10.773498 9.812265 10.686671 0.3 0.6 -0.4 0.02
H 8.073392 11.627659 11.544910 0.1 0.0 0.6 0.00
H 7.714542 9.886473 11.171812 0.1 0.0 0.4 0.00
H 7.010924 11.205597 10.267354 0.0 -0.1 -0.2 0.00
H 8.344041 11.276650 7.449949 0.0 -0.5 0.4 0.00
H 8.839358 9.524750 7.587292 0.2 0.5 -0.2 0.00
H 9.988567 10.908823 7.201981 0.0 -0.6 0.3 0.00
H 10.124946 13.265711 8.620385 0.3 -0.2 -0.3 0.00
H 11.296719 12.779351 9.949823 -0.2 0.0 -0.4 0.00
H 9.617780 13.288057 10.285483 0.6 -0.2 -0.4 0.00
H 10.476313 8.871476 11.112995 -0.1 -0.2 -0.1 0.00
```
Forces are in eV/Å.

Output
frontier orbital gap (alpha / beta): 3.857 / 4.662 eV
total charge: -1
spin multiplicity: 2



Entry 2:
A structure of composition C43H42N5P2SW in a non-equilibrium geometry, computed with ωB97M-V/def2-TZVPD.

Geometry as XYZ:
```
94
Properties=species:S:1:pos:R:3:forces:R:3:mulliken_spin:R:1
W -0.430346 -0.515953 -1.843889 0.3 0.7 -1.9 1.72
C -1.029443 -3.924961 -2.206093 0.0 -0.1 0.1 0.00
C 0.242437 -3.139580 -2.029325 0.0 -0.2 -0.1 0.10
C 0.692438 -2.238370 -3.018032 0.3 -0.6 -0.1 0.01
C 2.055376 -1.831561 -3.030436 0.0 0.1 -0.1 0.08
C 2.922497 -2.257471 -2.062510 0.1 0.0 0.1 -0.03
C 2.459542 -3.113733 -1.047749 0.1 0.0 0.0 0.09
C 1.149182 -3.526373 -1.021662 -0.1 0.0 0.1 -0.06
H -1.708926 -3.454052 -2.907194 0.0 0.0 -0.1 0.00
H -1.545611 -4.072462 -1.256354 0.0 0.0 0.0 -0.01
H -0.770925 -4.912214 -2.598403 0.0 0.0 0.0 0.00
H 0.145507 -2.186142 -3.949837 -0.3 0.2 -0.1 -0.01
H 2.404404 -1.210182 -3.845717 0.0 0.0 0.0 0.00
H 3.963579 -1.957218 -2.089933 -0.1 0.0 0.0 0.00
H 3.152713 -3.493657 -0.306079 0.0 0.0 0.0 -0.01
H 0.821071 -4.244703 -0.277127 0.0 0.1 0.0 0.01
C 0.819622 -0.734899 6.293172 -0.1 0.0 -0.1 0.00
S -0.350050 0.474038 5.630980 0.0 0.0 0.0 0.00
C 0.777061 1.533329 4.667407 0.0 -0.1 0.0 0.00
C 0.492298 1.511296 3.167027 0.0 0.1 -0.1 0.00
C 0.702137 0.125719 2.585760 0.0 0.1 -0.1 -0.01
N 0.387014 -0.045025 1.148865 0.1 0.1 0.4 0.07
P -0.992169 -0.869220 0.606383 -0.2 0.5 0.7 0.01
C -2.407939 0.062528 1.245176 -0.1 0.1 -0.1 -0.10
C -2.837810 -0.096599 2.562590 0.0 0.0 0.0 -0.01
C -3.807478 0.749313 3.082517 0.0 0.0 0.0 0.00
C -4.363517 1.743718 2.287606 0.0 0.0 0.0 0.00
C -3.954675 1.897092 0.969253 0.0 0.0 0.0 0.02
C -2.977432 1.060434 0.449005 -0.1 -0.1 0.3 0.07
C -1.067939 -2.427674 1.503380 -0.1 -0.2 -0.3 0.02
C -2.259488 -3.151919 1.403097 0.0 -0.1 0.1 0.00
C -2.343715 -4.427054 1.942291 0.0 0.0 0.0 0.00
C -1.241241 -4.982804 2.582760 0.0 0.0 0.0 0.01
C -0.057308 -4.263470 2.686187 0.0 0.0 0.0 0.00
C 0.034553 -2.992211 2.135225 0.1 0.0 0.0 0.00
P 1.227118 0.536975 -0.213008 -0.2 0.3 0.6 -0.05
C 2.937287 0.546513 0.398928 0.1 -0.1 -0.2 0.00
C 3.695801 1.712214 0.476476 0.1 -0.1 0.0 0.00
C 4.974995 1.672447 1.020909 0.0 0.0 0.0 0.00
C 5.503056 0.476591 1.483386 0.0 0.0 0.0 0.00
C 4.748568 -0.690268 1.413092 0.0 0.0 0.0 0.00
C 3.473868 -0.653661 0.872173 0.0 0.0 0.1 -0.01
C 0.872655 2.288384 -0.557235 0.2 0.0 -0.1 -0.06
C -0.061407 3.053029 0.123453 -0.1 0.1 0.0 0.02
C -0.317794 4.361391 -0.278540 0.0 0.0 0.0 -0.01
C 0.358290 4.907155 -1.358458 0.0 0.0 0.0 0.01
C 1.287555 4.139280 -2.054736 0.0 0.0 0.0 0.00
C 1.532854 2.834899 -1.663061 0.0 0.1 0.0 0.07
H 0.241063 -1.438882 6.890743 0.0 0.0 0.0 0.00
H 1.554101 -0.250434 6.934690 0.0 0.0 0.0 0.00
H 1.321352 -1.279376 5.491543 0.0 0.0 0.0 0.00
H 1.798212 1.203980 4.873846 0.0 0.0 0.0 0.00
H 0.673538 2.546099 5.048774 0.0 0.1 0.0 0.00
H 1.154231 2.226157 2.669310 0.0 0.1 0.0 0.00
H -0.540546 1.828226 2.995118 0.0 0.0 0.0 0.00
H 0.063549 -0.564495 3.135414 0.0 -0.1 0.0 0.00
H 1.735776 -0.181979 2.758236 0.1 0.0 0.0 0.00
H -2.411538 -0.871908 3.189002 0.0 0.0 0.0 0.00
H -4.126027 0.630968 4.111219 0.0 0.0 -0.1 0.00
H -5.125408 2.397295 2.696520 0.0 0.0 0.0 0.00
H -4.400849 2.663804 0.345924 0.0 -0.1 0.0 0.00
H -2.657136 1.179238 -0.573818 0.1 0.0 -0.2 0.02
H -3.124484 -2.713516 0.915779 0.0 0.0 0.0 0.00
H -3.268256 -4.986013 1.865493 0.0 0.0 0.0 0.00
H -1.306650 -5.978360 3.004719 0.0 0.1 0.0 0.00
H 0.796852 -4.693823 3.196517 0.0 0.0 0.0 0.00
H 0.964602 -2.437447 2.205278 0.0 -0.1 0.0 0.00
H 3.295199 2.651864 0.124349 0.0 0.0 0.0 0.00
H 5.557518 2.584157 1.083611 0.0 -0.1 0.0 0.00
H 6.500520 0.452557 1.905831 -0.1 0.0 0.0 0.00
H 5.155481 -1.624838 1.782520 0.0 0.1 0.0 0.00
H 2.874621 -1.554614 0.839972 0.0 0.0 0.0 0.01
H -0.613637 2.632533 0.949769 0.0 0.0 0.1 -0.02
H -1.049780 4.951505 0.260774 0.0 0.0 0.0 0.00
H 0.151176 5.923734 -1.672972 0.0 -0.1 0.0 0.00
H 1.808039 4.554853 -2.909411 0.0 0.0 0.0 0.00
H 2.239373 2.232192 -2.226483 0.0 0.0 0.0 0.00
N -0.365842 0.735811 -3.093922 0.1 -0.2 0.4 -0.08
C -0.442621 1.729927 -4.071624 0.0 -0.1 0.5 0.06
C -1.342886 2.783799 -3.919163 -0.1 0.0 0.1 -0.03
C -1.440060 3.758239 -4.898190 0.0 0.0 0.0 0.01
C -0.631894 3.693799 -6.027797 0.0 0.0 0.0 -0.03
C 0.277155 2.651635 -6.171822 0.0 0.0 0.0 0.01
C 0.374361 1.671704 -5.197006 0.1 -0.1 -0.1 -0.03
H -1.953528 2.816350 -3.024923 0.0 0.0 0.0 0.00
H -2.145360 4.572447 -4.780714 0.0 -0.1 0.0 0.00
H -0.712336 4.452946 -6.796479 0.0 0.0 0.0 0.00
H 0.908568 2.600877 -7.050233 0.0 0.0 0.0 0.00
H 1.078805 0.853138 -5.295143 0.0 0.0 0.0 0.00
N -2.314927 -1.127463 -2.194665 -0.3 -0.2 0.1 -0.03
C -3.457094 -1.364874 -2.402339 0.0 -0.2 -0.3 0.09
N -4.662497 -1.609313 -2.491969 -0.5 0.0 0.1 0.05
C -5.484353 -2.079401 -3.421287 0.3 0.0 0.0 -0.01
N -6.254648 -2.496003 -4.176710 0.3 0.2 0.3 0.02
```
Forces are in eV/Å.

Output
frontier orbital gap (alpha / beta): 6.559 / 6.832 eV
total charge: +1
spin multiplicity: 3



spin multiplicity of number 1 (C43H42GeHgOP2)?
2



Among the records above, which one has the highest spin multiplicity?
C43H42N5P2SW



Which of these has the lowest total charge?
C43H42GeHgOP2



Among the records above, which one has the lowest total charge?
C43H42GeHgOP2